The following is a DFT calculation (ωB97M-V/def2-TZVPD) of 2 unconnected molecules or ions with the total composition C3H11IN2 at a distorted geometry.

Output
multiplicity = 1
total charge = +2
energy relative to the best compared isomer or geometry (same formula, charge and spin) = 299.07 kJ/mol
max |F| = 3.52 eV/A
gap between HOMO and LUMO (spin up / spin down) = 8.619 / 8.546 eV

Each line ends with the Mulliken charge.
Element x y z (Å)
N  0.21665  2.75070  0.13883  -0.28
I  -2.41591  0.34430  0.04050  0.34
H  0.41911  3.09962  -0.80940  0.38
C  0.63620  1.26708  0.26181  -0.49
H  -0.13669  -3.17838  1.24973  0.43
C  -0.40081  0.45221  -0.56997  -0.71
H  0.43849  1.10643  1.28530  0.37
H  1.70689  1.14180  -0.08054  0.35
H  -0.82376  -3.52496  -0.33738  0.41
H  -1.30453  -2.12578  0.56878  0.19
H  -0.81078  2.84536  0.18198  0.29
C  0.60145  -1.99902  -0.31728  -0.62
H  0.73146  3.44580  0.62398  0.35
H  -0.20407  0.77443  -1.65196  0.44
H  1.20512  -1.61512  0.52640  0.39
N  -0.46720  -2.72378  0.29819  -0.27
H  0.60840  -2.06070  -1.40895  0.41

Forces on atoms 1 to 6 (eV/Å):
-0.2752 -0.5342 -2.9404
1.0012 -0.0513 -0.1876
-0.1173 -0.4842 -0.3035
-1.1198 0.1525 -0.8803
-0.8186 0.8233 -2.2443
1.6955 0.8629 -1.1353